Computed, not measured: a structure of composition C33H86N9NaO13 in a non-equilibrium geometry, with the ωB97M-V functional and the def2-TZVPD basis.

HOMO energy = -7.96 eV
Frontier orbital gap = 7.899 eV
Charge = 0
E = -80056.57363 eV

Atoms and positions in Å:
1 Na 1.16705 -2.64721 -0.47665
2 C 0.55718 0.53215 1.13785
3 O 1.36644 -0.32347 0.40203
4 H -0.41790 0.65988 0.64337
5 H 0.34058 0.24546 2.17568
6 H 1.00554 1.53539 1.16925
7 C -6.09768 3.02031 -6.07733
8 O -5.54131 3.16104 -4.78234
9 C -4.16700 3.36799 -4.78311
10 C -3.56698 3.50293 -3.36378
11 N -2.26362 4.18629 -3.51899
12 C -1.17085 3.34149 -3.05975
13 C -1.24792 3.00367 -1.55739
14 O -1.55257 4.14281 -0.79804
15 C -1.40832 3.97797 0.58853
16 H -5.85139 3.86658 -6.72336
17 H -7.17829 2.95270 -5.97173
18 H -5.71617 2.10905 -6.54659
19 H -3.85611 4.28173 -5.29690
20 H -3.70217 2.48871 -5.24663
21 H -3.43196 2.50079 -2.95862
22 H -4.22772 4.09481 -2.73006
23 H -2.19571 4.98429 -2.89882
24 H -0.25616 3.90143 -3.26505
25 H -1.14140 2.41662 -3.63853
26 H -0.23758 2.67339 -1.28544
27 H -1.89694 2.14523 -1.36131
28 H -1.60536 4.91183 1.11292
29 H -0.46008 3.52846 0.89166
30 H -2.19077 3.31788 0.98340
31 C -1.73799 -5.54110 -4.28389
32 O -1.96416 -4.95250 -3.01921
33 C -1.17171 -5.58939 -2.01252
34 C -1.52392 -5.02461 -0.65043
35 N -1.22110 -3.59341 -0.61656
36 C -1.72007 -2.94705 0.60094
37 C -1.04818 -3.41097 1.92027
38 O 0.34522 -3.59106 1.71707
39 C 0.91303 -4.28748 2.81497
40 H -2.64203 -5.45914 -4.89011
41 H -1.41915 -6.58456 -4.27421
42 H -0.98662 -5.01128 -4.87800
43 H -0.12620 -5.31489 -2.18934
44 H -1.20164 -6.67976 -1.95387
45 H -0.99935 -5.62789 0.09127
46 H -2.61285 -5.11719 -0.54780
47 H -1.57928 -3.24272 -1.49714
48 H -2.80721 -3.05913 0.65787
49 H -1.50896 -1.87502 0.57561
50 H -1.51167 -4.35471 2.23444
51 H -1.21213 -2.78000 2.79746
52 H 0.51298 -5.30768 2.81005
53 H 0.55623 -3.81106 3.73089
54 H 1.99164 -4.40817 2.74578
55 C 8.75255 2.82556 2.74795
56 O 8.56153 2.30195 1.43955
57 C 8.03631 0.98601 1.41464
58 C 6.54969 0.95898 1.03788
59 N 5.76747 1.48113 2.13513
60 C 4.33134 1.56338 1.77311
61 C 3.59752 2.34936 2.88047
62 O 4.25443 3.54945 3.16019
63 C 3.81341 4.07544 4.41355
64 H 9.34204 2.18943 3.41601
65 H 7.78751 2.93862 3.24341
66 H 9.32120 3.74764 2.64517
67 H 8.20648 0.39226 2.31602
68 H 8.53235 0.45994 0.59376
69 H 6.38942 -0.08856 0.76622
70 H 6.53399 1.50366 0.08649
71 H 6.07146 2.40681 2.40162
72 H 4.01185 0.52531 1.70978
73 H 4.22443 2.06926 0.80969
74 H 3.53977 1.62500 3.70083
75 H 2.56478 2.57291 2.59416
76 H 2.81100 4.50032 4.30342
77 H 4.41102 4.95010 4.66919
78 H 3.83675 3.32798 5.20589
79 C -6.80445 6.60930 4.43436
80 O -6.46184 5.31570 4.91069
81 C -7.35132 4.28701 4.51759
82 C -6.94475 2.94418 5.09905
83 N -5.65810 2.52781 4.51985
84 C -5.29695 1.24743 5.14619
85 C -4.04193 0.62185 4.58972
86 O -4.25049 -0.00143 3.33499
87 C -3.01701 -0.32296 2.72273
88 H -6.30942 7.36826 5.03554
89 H -7.87345 6.80721 4.33752
90 H -6.37829 6.63559 3.42604
91 H -7.39993 4.21989 3.42607
92 H -8.37436 4.52617 4.82834
93 H -7.70505 2.22679 4.79107
94 H -6.84722 2.97466 6.18838
95 H -4.90499 3.14055 4.81241
96 H -6.11229 0.53299 5.01023
97 H -5.12497 1.36858 6.22249
98 H -3.66756 -0.15606 5.26063
99 H -3.35475 1.47461 4.53035
100 H -2.50958 0.51208 2.23211
101 H -3.27963 -1.06271 1.96770
102 H -2.31053 -0.73190 3.45084
103 C -1.93642 -1.81390 -4.13148
104 O -1.42355 -1.74653 -2.82804
105 C -0.32570 -0.88403 -2.62190
106 C 0.91010 -1.41586 -3.36987
107 N 1.26036 -2.76422 -2.92571
108 C 2.59154 -3.14079 -3.40868
109 C 2.69524 -4.65621 -3.26292
110 O 1.77036 -5.29335 -4.14149
111 C 1.86817 -6.71753 -4.03914
112 H -2.88417 -2.33755 -4.25125
113 H -1.26300 -2.26945 -4.86280
114 H -2.16503 -0.80537 -4.49460
115 H -0.06004 -0.99029 -1.56831
116 H -0.38096 0.15563 -2.95631
117 H 1.67049 -0.63655 -3.27037
118 H 0.76117 -1.39611 -4.45688
119 H 0.60180 -3.43900 -3.29750
120 H 3.30344 -2.60075 -2.78446
121 H 2.71223 -2.85136 -4.45744
122 H 2.48123 -4.98421 -2.24393
123 H 3.70550 -4.92220 -3.58812
124 H 1.30680 -7.23950 -4.81179
125 H 1.50700 -7.04079 -3.05990
126 H 2.90531 -7.04286 -4.14973
127 C 3.75252 1.30965 -2.00088
128 O 4.72221 1.68909 -2.63798
129 N 2.57571 2.01048 -1.84820
130 N 3.69241 0.18536 -1.28151
131 H 1.82895 1.63254 -1.28640
132 H 2.56822 2.92787 -2.26008
133 H 4.50254 -0.38770 -1.12503
134 H 2.86001 0.10544 -0.70671
135 C 4.00058 -3.12128 0.75569
136 O 3.40964 -3.67647 -0.16201
137 N 3.62717 -1.94687 1.31063
138 N 5.15920 -3.63366 1.25423
139 H 2.78959 -1.42164 1.04429
140 H 4.09277 -1.75035 2.18073
141 H 5.45483 -4.52197 0.88987
142 H 5.70262 -3.15470 1.94917

Here are the Löwdin charges for atoms 1 to 6, given in e: 0.32 -0.30 -0.41 0.04 0.06 0.04

***

Computed, not measured: a cluster of 14 separate species, C58H126F6N2O24P in total in a non-equilibrium geometry, with the ωB97M-V functional and the def2-TZVPD basis.

HOMO energy = -11.96 eV
Frontier orbital gap = 10.080 eV
Charge = +1
E = -139903.95393 eV

Atoms and positions in Å:
1 C 4.38682 -3.97415 0.55505
2 C 3.73744 -3.87002 1.95724
3 C 4.45477 -2.75619 2.64696
4 N 3.89098 -2.53538 4.05529
5 C 4.11436 -3.78614 4.79453
6 C 2.39327 -2.13544 4.17181
7 C 2.41350 -0.60212 4.52591
8 C 3.85199 -0.14674 4.40355
9 C 4.65094 -1.38512 4.68660
10 H 4.30070 -3.05378 -0.01825
11 H 3.84011 -4.69452 -0.04476
12 H 5.46564 -4.30657 0.62646
13 H 3.82758 -4.84487 2.47983
14 H 2.67286 -3.58169 1.89433
15 H 4.18321 -1.86469 2.11807
16 H 5.49581 -2.96642 2.75032
17 H 5.15774 -4.05867 4.73635
18 H 3.53116 -4.56617 4.42968
19 H 3.84657 -3.63390 5.84229
20 H 2.02609 -2.75671 5.02119
21 H 1.83092 -2.34170 3.26436
22 H 2.16362 -0.53953 5.63685
23 H 1.65635 -0.03765 4.05079
24 H 4.11781 0.53954 5.20678
25 H 3.98297 0.23416 3.38604
26 H 4.64886 -1.69986 5.75162
27 H 5.66496 -1.32970 4.25728
28 C -1.97088 -6.24275 1.55148
29 C -0.97799 -5.63402 0.56157
30 C -0.94946 -6.22803 -0.83837
31 N -0.13891 -5.38607 -1.84273
32 C 1.14845 -4.99216 -1.21507
33 C -0.97254 -4.07119 -2.18312
34 C -1.97641 -4.56365 -3.20728
35 C -1.34572 -5.80992 -3.86709
36 C 0.04390 -6.07819 -3.20994
37 H -3.00285 -6.03861 1.27931
38 H -1.75682 -5.88143 2.55915
39 H -1.82415 -7.32970 1.55882
40 H -0.00713 -5.78034 1.02836
41 H -1.22018 -4.55229 0.52277
42 H -1.91430 -6.46273 -1.22859
43 H -0.38598 -7.15100 -0.68879
44 H 1.78293 -4.34720 -1.81853
45 H 1.75338 -5.91495 -1.10920
46 H 0.98805 -4.47710 -0.25943
47 H -0.29514 -3.28884 -2.51287
48 H -1.46839 -3.76073 -1.25856
49 H -2.33887 -3.86609 -3.94538
50 H -2.87898 -4.90514 -2.71163
51 H -1.21077 -5.78676 -4.95770
52 H -1.96777 -6.68771 -3.74719
53 H 0.86780 -5.58678 -3.68289
54 H 0.32987 -7.12391 -3.11744
55 P 1.12534 -1.07357 0.11158
56 F 0.17124 -1.38046 -1.16075
57 F 0.67532 -2.51213 0.83923
58 F 2.39618 -1.90429 -0.59505
59 F 2.07488 -0.78956 1.36036
60 F 1.58302 0.24968 -0.60916
61 F -0.14167 -0.36922 0.83469
62 C -8.42651 1.66861 -2.49591
63 C -7.33085 1.22975 -1.52067
64 C -6.18460 2.18353 -1.27735
65 C -5.14306 1.57258 -0.35756
66 C -4.11535 2.60831 0.18405
67 C -2.94271 1.89586 0.85317
68 H -8.19780 1.79586 -3.55850
69 H -8.87630 2.60014 -2.11977
70 H -9.20984 0.86610 -2.56936
71 H -7.77764 0.96381 -0.56381
72 H -6.93603 0.29016 -1.93830
73 H -6.54766 3.12662 -0.79919
74 H -5.78979 2.46139 -2.27494
75 H -5.62879 1.10350 0.53050
76 H -4.67827 0.77491 -0.91583
77 H -3.77783 3.23709 -0.68491
78 H -4.72837 3.21498 0.85102
79 H -2.35952 1.28272 0.15924
80 H -2.28505 2.59436 1.38718
81 H -3.37905 1.23269 1.55457
82 C -4.62545 7.81287 1.94257
83 C -4.30216 6.36116 2.18311
84 C -3.18709 6.15105 3.16273
85 C -2.98580 4.69746 3.40460
86 C -1.96502 4.56783 4.52759
87 C -1.93613 3.20712 5.30750
88 H -5.50581 8.08347 1.35829
89 H -3.87845 8.41257 1.39813
90 H -4.75928 8.34516 2.88779
91 H -5.22535 5.91851 2.55363
92 H -4.09601 5.85140 1.22717
93 H -3.40458 6.60783 4.12587
94 H -2.21357 6.51698 2.84314
95 H -3.92752 4.28820 3.79512
96 H -2.72263 4.17346 2.43569
97 H -0.92652 4.80608 4.20615
98 H -2.21735 5.31809 5.24184
99 H -1.16644 3.22860 6.12102
100 H -2.94075 2.98706 5.73975
101 H -1.68083 2.41409 4.60099
102 C 6.85920 3.53900 -3.21887
103 C 5.55720 4.31860 -3.31917
104 C 4.59701 4.43190 -2.14152
105 C 3.30074 5.20182 -2.38062
106 C 2.40701 5.11152 -1.17168
107 C 2.87050 5.88387 0.07245
108 H 7.30352 3.47881 -4.22452
109 H 6.65887 2.45437 -2.97168
110 H 7.54887 3.94393 -2.49263
111 H 5.81744 5.33760 -3.64312
112 H 4.93462 3.80420 -4.05100
113 H 5.11661 4.90874 -1.30320
114 H 4.32290 3.39634 -1.83064
115 H 3.50493 6.27737 -2.61638
116 H 2.77582 4.85001 -3.29782
117 H 1.41457 5.48973 -1.41847
118 H 2.28045 4.03165 -0.97006
119 H 3.21634 6.95160 -0.12323
120 H 2.03416 5.88982 0.76979
121 H 3.73843 5.38231 0.56388
122 C -0.28376 -4.97101 5.19117
123 O -0.82744 -3.80609 4.67450
124 C -0.66746 -2.72543 5.48346
125 O -0.02517 -2.63149 6.49116
126 O -1.35344 -1.76900 4.84809
127 C -1.12695 -0.43525 5.31402
128 H -0.77325 -5.74893 4.59284
129 H -0.44353 -5.10506 6.25161
130 H 0.74004 -4.94967 4.85356
131 H -1.76239 -0.14674 6.14440
132 H -1.24403 0.19507 4.45690
133 H -0.10647 -0.44580 5.61680
134 C 0.41898 -0.72270 -4.29955
135 O -0.03283 -0.82959 -5.63157
136 C -0.55320 -1.94455 -6.08873
137 O -0.66601 -2.95613 -5.40986
138 O -0.85074 -1.72975 -7.35729
139 C -1.55777 -2.68375 -8.09342
140 H 0.85724 0.27030 -4.22841
141 H 1.17779 -1.48779 -4.11289
142 H -0.42279 -0.93744 -3.65743
143 H -2.57155 -2.71096 -7.63349
144 H -1.03077 -3.66772 -8.06542
145 H -1.63665 -2.26852 -9.10765
146 C 7.28874 -0.98620 -0.74955
147 O 6.32939 0.06490 -0.92172
148 C 5.56767 0.43795 0.14086
149 O 5.57134 -0.09151 1.23943
150 O 4.82966 1.44879 -0.24368
151 C 4.05118 2.11143 0.79135
152 H 7.21425 -1.57045 0.15506
153 H 8.24818 -0.54077 -0.92355
154 H 7.05410 -1.70558 -1.52893
155 H 4.75817 2.83454 1.19835
156 H 3.68067 1.38132 1.48015
157 H 3.23768 2.56621 0.27146
158 C -6.37192 -2.89848 -0.41730
159 O -5.19062 -2.49277 0.24596
160 C -4.04852 -3.16274 0.08859
161 O -3.89521 -4.05099 -0.74031
162 O -3.01422 -2.80054 0.80544
163 C -3.19109 -1.87255 1.88733
164 H -7.14101 -2.18351 -0.07857
165 H -6.63319 -3.95875 -0.17548
166 H -6.12539 -2.78334 -1.45751
167 H -3.99214 -1.16882 1.72526
168 H -2.22572 -1.39417 2.05235
169 H -3.37837 -2.50232 2.71583
170 C 4.19171 -1.07707 -2.76153
171 O 4.22140 -1.62837 -4.07086
172 C 3.69868 -2.84292 -4.20936
173 O 3.38396 -3.62138 -3.30611
174 O 3.54906 -3.05657 -5.52530
175 C 2.98252 -4.25373 -5.96122
176 H 4.74963 -0.16650 -2.91099
177 H 4.57684 -1.85981 -2.09287
178 H 3.17933 -0.88144 -2.45634
179 H 3.37135 -4.50962 -6.92866
180 H 1.88264 -4.14885 -6.05000
181 H 3.07143 -5.06449 -5.25717
182 C -1.12123 6.61199 0.05465
183 O -0.86607 5.18023 -0.18276
184 C -1.13537 4.71124 -1.38562
185 O -1.47648 5.36775 -2.39766
186 O -0.89494 3.39761 -1.31917
187 C -0.90347 2.60016 -2.50257
188 H -0.56496 7.12416 -0.70659
189 H -0.83091 6.78088 1.07145
190 H -2.20687 6.74625 -0.00856
191 H -0.64821 1.52951 -2.15832
192 H -0.21921 2.98344 -3.22491
193 H -1.87549 2.76364 -2.93941
194 C 3.66407 4.35489 5.42243
195 O 3.26570 4.27377 4.06581
196 C 2.14971 3.63291 3.78122
197 O 1.44034 3.02857 4.55034
198 O 1.96013 3.74559 2.48428
199 C 0.83819 3.05251 1.85524
200 H 2.94242 4.96248 6.00429
201 H 4.59556 4.89405 5.44942
202 H 3.69882 3.40208 5.86172
203 H 1.20811 2.66220 0.90075
204 H 0.14012 3.81498 1.66930
205 H 0.46721 2.21075 2.40550
206 C -5.48750 0.05131 -5.62278
207 O -4.53233 0.47387 -4.60407
208 C -4.29474 -0.44875 -3.68492
209 O -4.81946 -1.54540 -3.66556
210 O -3.33605 0.00945 -2.83542
211 C -2.97673 -0.91623 -1.79245
212 H -5.69291 0.93656 -6.16308
213 H -6.30913 -0.44872 -5.12163
214 H -4.86860 -0.71353 -6.13908
215 H -2.19053 -0.42902 -1.24977
216 H -2.72221 -1.82987 -2.29204
217 H -3.91695 -1.04838 -1.20767

Here are the Löwdin charges for atoms 1 to 6, given in e: -0.07 -0.22 -0.13 -0.24 -0.01 -0.03

***

Computed, not measured: a structure of composition C27H30CoNO8P2S5 in a non-equilibrium geometry, with the ωB97M-V functional and the def2-TZVPD basis.

Spin multiplicity = 5
HOMO energy (spin up / spin down) = 0.65 / -1.51 eV
Frontier orbital gap (spin up / spin down) = 3.204 / 5.362 eV
Charge = -2
E = -156742.10747 eV

Atoms and positions in Å:
1 Co -0.18066 -18.53121 -7.67038
2 O 4.56507 -17.53466 -2.49912
3 C 3.72842 -17.61052 -3.35596
4 S 2.64235 -16.30231 -3.83006
5 C 1.67236 -17.13855 -5.01767
6 C 1.93432 -18.44603 -5.19074
7 S 1.33032 -19.64196 -6.30360
8 S 3.23047 -19.09338 -4.17046
9 S 0.45282 -16.14737 -5.73276
10 N -2.09743 -21.07523 -10.27718
11 C -1.30674 -21.99589 -9.40080
12 C -1.46755 -23.42246 -9.77477
13 P -1.96972 -21.65272 -7.69470
14 O -3.61168 -21.88203 -8.04898
15 O -1.64712 -22.69376 -6.70990
16 O -1.84324 -20.15970 -7.57027
17 P 0.38312 -21.31641 -9.80561
18 O 0.23441 -21.48754 -11.51004
19 O 1.48456 -22.22019 -9.42729
20 O 0.15904 -19.87369 -9.41650
21 H -3.10736 -21.33412 -10.28770
22 H -1.68621 -21.06920 -11.21302
23 H -2.03615 -20.08338 -9.88301
24 H -2.52823 -23.63018 -9.86847
25 H -1.02898 -24.04742 -9.00551
26 H -1.00910 -23.67275 -10.69156
27 H -3.73807 -22.79378 -7.69239
28 H 0.91105 -22.15540 -11.74780
29 C -2.53834 -15.44969 -6.27560
30 C -2.23997 -16.81150 -5.70382
31 C -3.27714 -17.83134 -6.18205
32 C -0.87008 -17.36384 -6.12198
33 C -2.23127 -16.72817 -4.18419
34 C -2.51788 -15.59225 -3.46858
35 C -2.44477 -15.56898 -2.08523
36 C -2.12395 -16.71077 -1.38386
37 C -1.86059 -17.88685 -2.07904
38 C -1.90825 -17.86152 -3.46817
39 H -2.40509 -15.52009 -7.36425
40 H -1.82667 -14.71032 -5.93572
41 H -3.54676 -15.08120 -6.09452
42 H -3.28041 -17.78770 -7.26724
43 H -4.26733 -17.61530 -5.76280
44 H -2.97309 -18.82665 -5.90636
45 H -0.61494 -18.15355 -5.42148
46 H -2.84676 -14.66568 -3.93206
47 H -2.52530 -14.67964 -1.49052
48 H -1.95394 -16.66425 -0.31366
49 H -1.53054 -18.77402 -1.55185
50 H -1.66003 -18.78236 -3.98213
51 O 1.09892 -17.29442 -8.90626
52 S 2.42872 -17.90592 -9.53090
53 C 3.13674 -16.95541 -10.71819
54 C 3.19499 -17.53117 -12.02547
55 C 3.89053 -16.89215 -13.00145
56 C 4.54894 -15.63029 -12.78754
57 C 4.40389 -15.02853 -11.50389
58 C 3.70740 -15.65208 -10.48628
59 C 3.66486 -17.76069 -8.27112
60 C 4.65901 -18.77385 -8.26103
61 C 5.84050 -18.61656 -7.57149
62 C 6.08561 -17.42950 -6.90260
63 C 5.11232 -16.48155 -6.81780
64 C 3.85538 -16.66354 -7.44173
65 H 2.70093 -18.48159 -12.25719
66 H 3.95768 -17.34055 -13.95142
67 H 5.21996 -15.19795 -13.52772
68 H 4.79964 -14.01066 -11.37411
69 H 3.67229 -15.23075 -9.49176
70 H 4.51394 -19.63219 -8.88330
71 H 6.66333 -19.32766 -7.60943
72 H 7.06262 -17.26993 -6.43145
73 H 5.35762 -15.52714 -6.37210
74 H 3.08118 -15.90509 -7.36473

Here are the Löwdin charges for atoms 1 to 6, given in e: 0.48 -0.10 -1.06 0.92 -1.03 -1.09

***

Look up the charge of the first one. 0

***

Among the records above, which one has the highest E? C33H86N9NaO13

***

Which of these has the highest E? C33H86N9NaO13